(1)
The following is a DFT calculation (the ωB97M-V functional and the def2-TZVPD basis) of 13 unconnected molecules or ions with the total composition C31H78BCl8F4NO14.

## Properties
HOMO energy = -9.231 eV
Frontier orbital gap = 8.8 eV
Maximum force = 4.2 eV Å⁻¹
Charge = 0

Geometry as XYZ:
```
137
C31H78BCl8F4NO14, DFT the ωB97M-V functional and the def2-TZVPD basis
C -1.3477 2.5366 3.0938
C -0.1251 1.5623 3.4239
C 0.7792 1.2252 2.1826
C 0.2786 0.2646 1.0833
N 1.1454 0.2229 -0.2049
C 0.5378 -0.8410 -1.1309
C -0.6679 -0.2012 -1.7632
C -0.1962 1.2731 -2.0285
C 0.9311 1.5360 -1.0183
C 2.5724 -0.0523 0.2172
H -2.0486 2.0527 2.4135
H -0.9895 3.4112 2.5506
H -2.0389 2.8544 3.8745
H -0.4584 0.6714 3.9562
H 0.5367 2.0694 4.1260
H 1.6686 0.8080 2.6548
H 1.2952 2.1202 1.8350
H -0.6566 0.5971 0.6329
H 0.3077 -0.7681 1.4310
H 1.2626 -1.2198 -1.8516
H 0.1714 -1.7270 -0.6124
H -0.8544 -0.5871 -2.7654
H -1.5826 -0.2104 -1.1704
H 0.2546 1.2647 -3.0208
H -1.0153 1.9907 -2.0771
H 1.8873 1.8772 -1.4151
H 0.6432 2.3902 -0.4055
H 2.8899 0.8348 0.7653
H 3.1804 -0.2366 -0.6685
H 2.4935 -0.9312 0.8571
B -2.1565 -4.5371 -0.1107
F -2.9759 -3.4405 -0.2323
F -0.9150 -4.0602 0.1624
F -2.6513 -5.3400 0.8935
F -2.1681 -5.0758 -1.3108
C -3.7823 -0.8938 2.0658
C -4.6005 -1.9658 2.7733
O -4.0538 -3.2354 2.4463
O -3.9682 -0.7265 0.7215
H -2.7499 -1.1074 2.3427
H -4.0666 0.0820 2.4597
H -5.5725 -1.9834 2.2802
H -4.8171 -1.7638 3.8223
H -3.8702 -3.3658 1.5130
H -3.7594 -1.5689 0.3111
C -0.4091 -1.5612 6.2886
C 0.6858 -0.7909 6.9878
O 0.2502 -0.0672 8.0962
O -1.4702 -0.7242 5.9742
H -0.7397 -2.3583 6.9546
H 0.1962 -1.8801 5.4401
H 1.1513 -0.1325 6.2543
H 1.4140 -1.5066 7.3693
H 0.0428 -0.7441 8.7447
H -1.7547 -0.2851 6.7791
C 2.7999 -4.2222 -0.2265
C 4.3168 -4.0220 -0.1064
O 5.1083 -4.6870 -1.0532
O 2.1037 -3.5543 0.8176
H 2.5222 -5.2746 -0.2844
H 2.4219 -3.7718 -1.1442
H 4.5277 -4.3194 0.9209
H 4.6666 -2.9911 -0.1612
H 6.0061 -4.3470 -1.0480
H 1.3348 -4.1280 0.8519
C 0.0518 -3.5685 -5.4892
C -0.6022 -3.4957 -4.1014
O 0.0278 -4.0752 -2.9907
O -0.5579 -2.6057 -6.3203
H 0.2417 -4.5427 -5.9398
H 1.0664 -3.2206 -5.2954
H -1.5379 -4.0145 -4.3097
H -0.9755 -2.5110 -3.8203
H -0.6277 -4.3390 -2.3408
H 0.0253 -2.4156 -7.0587
C -4.1689 1.1303 -4.2661
C -4.9227 -0.0771 -3.7262
O -5.6009 -0.6653 -4.8169
O -3.2630 1.7605 -3.4160
H -4.8235 1.8491 -4.7590
H -3.6013 0.6547 -5.0659
H -5.6618 0.3765 -3.0657
H -4.3304 -0.7937 -3.1574
H -6.0502 -1.4466 -4.4863
H -3.5960 1.6530 -2.5220
C 6.2250 -1.0443 2.7137
C 7.1226 -2.1013 1.8768
O 7.9433 -1.4950 0.8369
O 5.1178 -0.5225 1.9580
H 6.7876 -0.1755 3.0556
H 5.7658 -1.4087 3.6326
H 6.4998 -2.8235 1.3488
H 7.7709 -2.6850 2.5303
H 7.8152 -0.5601 1.0136
H 4.5875 0.0131 2.5526
C -4.1242 3.9380 -1.1794
C -3.8681 2.9323 -0.0492
O -3.6794 1.6226 -0.6598
O -2.8984 4.1198 -1.9720
H -4.4354 4.9137 -0.8063
H -4.8368 3.5481 -1.9063
H -4.7781 2.8366 0.5430
H -3.0675 3.1195 0.6664
H -4.0023 0.8492 -0.1917
H -2.7234 3.4333 -2.6198
Cl 1.2178 1.1159 -8.2173
C 0.0257 0.4859 -7.1221
C 0.6816 -0.0072 -5.8256
Cl 1.8769 1.2261 -5.2304
H -0.5514 -0.2504 -7.6816
H -0.5652 1.3450 -6.8045
H 1.2926 -0.8868 -6.0287
H -0.0013 -0.3118 -5.0325
Cl -8.7982 3.6583 5.3045
C -7.0373 2.9821 5.2243
C -6.5307 2.7427 3.8285
Cl -4.7826 2.3194 4.0118
H -7.0707 2.0786 5.8330
H -6.4700 3.7283 5.7805
H -6.6033 3.6220 3.1885
H -7.0794 1.9397 3.3363
Cl 3.3970 5.3377 -0.9543
C 3.6549 5.0108 0.7495
C 2.6052 5.6734 1.6327
Cl 1.0099 4.8995 1.4206
H 4.6813 5.3236 0.9408
H 3.5299 3.9430 0.9290
H 2.4662 6.7342 1.4243
H 2.8241 5.6583 2.7004
Cl 5.6138 -0.3390 -1.6859
C 7.0016 0.6228 -2.3070
C 6.7252 1.5715 -3.4501
Cl 5.4303 2.7474 -2.8921
H 7.8058 -0.0651 -2.5681
H 7.4822 1.1049 -1.4557
H 6.3888 1.1154 -4.3812
H 7.5428 2.2714 -3.6223
```

Here are the Löwdin charges for atoms 1 to 5, given in e: C -0.095; C -0.181; C -0.184; C -0.060; N -0.212

=====

(2)
The following is a DFT calculation (the ωB97M-V functional and the def2-TZVPD basis) of 11 unconnected molecules or ions with the total composition C26H43BFN10O2.

## Properties
Energy above the lowest of the compared OMol25 structures with the same formula, charge and spin = 10.27 kcal/mol
HOMO energy = -4.943 eV
Frontier orbital gap = 5.9 eV
Maximum force = 1.7 eV Å⁻¹
Charge = -1

Geometry as XYZ:
```
83
C26H43BFN10O2, DFT the ωB97M-V functional and the def2-TZVPD basis
C 1.2980 -0.7554 3.2207
C 1.4199 -1.9913 2.3795
O 1.0548 -3.0877 2.7957
O 1.8884 -1.8655 1.1182
C 3.2414 -1.3316 0.9806
C 4.2944 -2.4056 1.0499
C 4.8042 -2.7472 2.4577
C 5.0402 -1.5321 3.3476
B 6.0362 -0.3979 2.7088
F 6.3448 0.5784 3.7651
H 2.1879 -0.5400 3.7975
H 1.0343 0.0998 2.6217
H 0.5010 -0.9509 3.9266
H 3.4041 -0.5189 1.6771
H 3.2501 -0.8764 -0.0030
H 3.8784 -3.3078 0.6098
H 5.1380 -2.0947 0.4415
H 4.1026 -3.4530 2.9145
H 5.7459 -3.2851 2.3550
H 4.0800 -1.0650 3.5830
H 5.4687 -1.8461 4.3019
H 7.0519 -0.8681 2.2057
H 5.4254 0.2236 1.8275
C 1.0747 1.1075 -2.6775
C 2.1454 1.1104 -1.6931
N 2.9433 1.0885 -0.8685
H 1.4516 0.8834 -3.6725
H 0.3403 0.3601 -2.4198
H 0.5722 2.0735 -2.7161
C 4.3642 2.3344 2.0744
C 2.9862 2.2786 2.5277
N 1.9067 2.2181 2.9178
H 4.4075 2.5355 1.0057
H 4.9093 3.1178 2.5997
H 4.8731 1.3817 2.2598
C -1.7039 -2.7574 -3.6914
C -1.3369 -1.3720 -3.9342
N -1.0452 -0.2761 -4.1087
H -1.9615 -3.2584 -4.6230
H -0.8787 -3.2992 -3.2317
H -2.5594 -2.8199 -3.0222
C -2.6099 2.9042 -3.7311
C -1.8748 3.7130 -2.7755
N -1.2912 4.3404 -2.0106
H -2.9691 3.5058 -4.5659
H -1.9779 2.1147 -4.1378
H -3.4821 2.4323 -3.2686
C -5.7250 -1.5780 -2.5481
C -5.2592 -0.2463 -2.9000
N -4.8894 0.8081 -3.1600
H -6.0212 -2.1328 -3.4369
H -4.9435 -2.1397 -2.0401
H -6.5838 -1.5216 -1.8818
C -2.5132 5.8575 0.8985
C -3.5220 6.8846 1.0990
N -4.3208 7.6940 1.2570
H -1.7173 5.9414 1.6365
H -2.9466 4.8633 0.9866
H -2.0613 5.9335 -0.0895
C 3.2058 -6.8690 0.8138
C 3.8953 -6.1698 -0.2568
N 4.4425 -5.6182 -1.1008
H 2.6882 -6.1602 1.4606
H 2.4685 -7.5654 0.4193
H 3.9003 -7.4361 1.4261
C -7.8138 8.0069 0.9121
C -8.8288 9.0291 1.1130
N -9.6325 9.8332 1.2709
H -7.0149 8.0908 1.6466
H -8.2452 7.0107 0.9978
H -7.3612 8.0935 -0.0735
C 3.3595 -7.6912 5.2230
C 3.1945 -8.5156 4.0366
N 3.0651 -9.1464 3.0864
H 2.5308 -6.9929 5.3257
H 3.3993 -8.3072 6.1196
H 4.2803 -7.1132 5.1658
C -6.2392 2.1596 -6.3422
C -5.5245 3.4144 -6.1808
N -4.9570 4.4034 -6.0547
H -5.6902 1.3452 -5.8722
H -7.2236 2.2142 -5.8808
H -6.3704 1.9217 -7.3965
```

Here are the Löwdin charges for atoms 1 to 5, given in e: C -0.008; C -0.518; O 0.051; O -0.023; C -0.177

=====

(3)
The following is a DFT calculation (the ωB97M-V functional and the def2-TZVPD basis) of C16H21BrN2S in the gas phase.

## Properties
HOMO energy = -7.469 eV
Frontier orbital gap = 8.1 eV
Maximum force = 0.7 eV Å⁻¹
SMILES string = S=C(c1ccc(N2CCCC2)c(Br)c1)N1CCCCC1
Charge = 0

Geometry as XYZ:
```
41
C16H21BrN2S, DFT the ωB97M-V functional and the def2-TZVPD basis
S 1.2573 3.3457 0.0423
C 1.4811 1.9478 0.9015
C 0.9595 0.7025 0.3341
C 1.7270 -0.4574 0.2352
C 1.2432 -1.5692 -0.4120
C -0.0418 -1.6231 -0.9914
N -0.4508 -2.7603 -1.6202
C 0.3526 -3.9699 -1.5947
C -0.4633 -4.9742 -2.3999
C -1.0803 -4.0827 -3.4704
C -1.4547 -2.8360 -2.6718
C -0.8171 -0.4582 -0.8241
Br -2.6687 -0.3285 -1.3197
C -0.3186 0.6726 -0.2136
N 2.1727 1.9125 2.0518
C 2.0706 0.8317 3.0118
C 1.7735 1.3893 4.4141
C 0.9532 2.6698 4.2889
C 1.7931 3.7582 3.6099
C 2.7570 3.1129 2.6033
H 2.7324 -0.4740 0.6282
H 1.8877 -2.4283 -0.4884
H 1.3259 -3.8102 -2.0801
H 0.5216 -4.2947 -0.5644
H -1.2452 -5.4118 -1.7788
H 0.1527 -5.7728 -2.8073
H -0.3364 -3.8400 -4.2303
H -1.9442 -4.5298 -3.9563
H -2.4540 -2.9598 -2.2412
H -1.4464 -1.9374 -3.2918
H -0.9375 1.5542 -0.1384
H 1.2665 0.1622 2.6992
H 3.0070 0.2593 3.0288
H 2.7018 1.6071 4.9450
H 1.2310 0.6375 4.9880
H 0.0639 2.4611 3.6903
H 0.6208 3.0068 5.2708
H 2.3706 4.3149 4.3485
H 1.1377 4.4592 3.0937
H 2.9805 3.7999 1.7863
H 3.6928 2.8271 3.0919
```

Here are the natural (NBO) charges for atoms 1 to 5, given in e: S -0.198; C 0.149; C -0.178; C -0.153; C -0.297

=====

(4)
The following is a DFT calculation (the ωB97M-V functional and the def2-TZVPD basis) of a gas-phase ion, C4H13N2O (charge +2).

## Properties
Energy above the lowest of the compared OMol25 structures with the same formula, charge and spin = 81.53 kcal/mol
2S+1 = 2
HOMO energy (spin up / spin down) = -18.527 / -18.500 eV
Frontier orbital gap (spin up / spin down) = 11.2 / 4.6 eV
<S²> = 0.75
Maximum force = 4.8 eV Å⁻¹
Charge = +2

Geometry as XYZ:
```
20
C4H13N2O, DFT the ωB97M-V functional and the def2-TZVPD basis
C -2.0983 0.3056 0.3278
O -2.3295 1.7036 0.6284
C -0.6847 0.3168 -0.2237
C -0.0235 -1.0902 -0.0531
C 1.3509 -1.2702 -0.8320
N 2.4584 -0.4279 -0.2872
N 0.1490 1.2773 0.6502
H -2.3244 -0.4424 1.0753
H -2.7716 0.1662 -0.5293
H -2.9015 1.7877 1.4058
H -0.5587 0.5126 -1.3058
H 0.2053 -1.3091 0.9967
H -0.7260 -1.7844 -0.5431
H 1.6801 -2.3380 -0.9348
H 1.3602 -0.8976 -1.8790
H 3.2324 -1.0759 -0.0525
H 3.0263 0.0939 -0.9919
H 1.0377 0.7788 0.7854
H -0.3259 1.4864 1.5342
H 0.2439 2.2068 0.2287
```

Here are the natural (NBO) charges for atoms 1 to 5, given in e: C -0.124; O -0.729; C -0.056; C -0.411; C -0.279

=====

- Look up the maximum force of the first one.
  4.2 eV Å⁻¹

=====

- Among the records above, which one has the lowest maximum force?
  C16H21BrN2S

=====

- Which value of charge does entry 3 give?
  0